Model one:
A 2-piece molecular cluster, C5H14O overall. Source: OMol25; level of theory: wB97M-V/def2-TZVPD.

The charge is 0. The calculation puts the HOMO energy at -10.2353 eV. The orbital gap is 11.15 eV. Its structure (SMILES) is CCC.CCO.

```
20
C5H14O wB97M-V/def2-TZVPD
C -2.3651 -0.5193 -0.4381
C -1.2642 -1.4750 0.0510
C -0.2900 -1.7591 -1.0568
H -2.6793 -0.9314 -1.3931
H -3.1389 -0.3175 0.3093
H -1.9645 0.4940 -0.7230
H -1.7028 -2.3639 0.5445
H -0.7559 -0.9699 0.9031
H 0.6874 -2.1122 -0.7394
H -0.1491 -0.9360 -1.7732
H -0.5333 -2.6145 -1.7357
C 0.8957 1.8946 1.3232
C 1.6033 1.1199 0.2380
O 2.8813 1.6987 -0.0017
H 0.8315 2.9208 0.9448
H 1.4800 1.9731 2.2266
H -0.0967 1.4965 1.5573
H 1.8198 0.0664 0.5224
H 1.0839 1.1965 -0.7178
H 3.6568 1.1384 -0.0413
```

=====

Model two:
A 2-piece molecular cluster, C5H14O overall. Source: OMol25; level of theory: wB97M-V/def2-TZVPD.

The charge is 0. The calculation puts the HOMO energy at -10.2533 eV. The orbital gap is 11.15 eV. Its structure (SMILES) is CCC(C)C.O.

```
20
C5H14O wB97M-V/def2-TZVPD
C 0.1939 -2.0231 -0.2874
C 1.0886 -0.7875 -0.1869
C 0.4713 0.5015 0.7454
C -0.6683 1.0257 -0.0285
C 1.5915 1.5833 0.9470
H -0.5908 -1.8324 0.4948
H -0.2691 -2.1108 -1.2831
H 0.8129 -2.8446 -0.1261
H 2.0137 -1.2653 0.4103
H 1.5034 -0.3893 -1.0756
H 0.1354 0.0121 1.6424
H -1.0181 2.1653 0.0123
H -1.8303 0.6200 0.1880
H -0.4713 0.9033 -1.0961
H 2.5973 1.0682 1.1147
H 1.0916 2.2653 1.7005
H 1.5904 2.1726 0.0477
O -3.1745 -0.2505 -0.9846
H -2.5875 -1.0183 -0.7115
H -2.4801 0.2047 -1.5231
```

=====

Model three:
A 2-piece molecular cluster, C5H14O overall. Source: OMol25; level of theory: wB97M-V/def2-TZVPD.

The charge is 0. The calculation puts the HOMO energy at -10.1387 eV. The orbital gap is 11.06 eV. Its structure (SMILES) is CC(C)O.CC.

```
20
C5H14O wB97M-V/def2-TZVPD
C -0.4952 -1.8404 0.7695
C 0.4154 -1.3408 -0.3491
C 0.4796 -2.3976 -1.5495
O 0.1590 -0.1041 -0.8152
H -1.4454 -2.2660 0.5316
H -0.4335 -1.1924 1.5843
H 0.0209 -2.7766 1.1437
H 1.5061 -1.2299 -0.0089
H 0.5215 -3.5126 -1.4193
H -0.3832 -2.5345 -2.1479
H 1.2741 -1.9440 -2.1068
H -0.3366 0.2365 -1.5343
C 0.5297 2.9178 0.9081
C -0.8583 2.4090 0.5811
H 0.8793 3.7795 0.1182
H 0.4730 3.3322 1.8389
H 1.2641 1.9936 0.9992
H -1.7792 3.1424 0.7149
H -0.9216 1.9232 -0.4726
H -0.8697 1.4047 1.2143
```

=====

Q: Which of them is the most stable? A: model one.

=====

Model one:
A 19-piece molecular cluster, H38O19 overall. Source: OMol25; level of theory: wB97M-V/def2-TZVPD.

The charge is 0. The calculation puts the HOMO energy at -10.5707 eV. The orbital gap is 10.31 eV.

```
57
H38O19 wB97M-V/def2-TZVPD
O 2.6599 1.2603 -3.7914
H 2.1898 2.0471 -3.5277
H 2.2572 0.9730 -4.6127
O 2.0704 3.4886 1.1940
H 1.9449 2.5656 1.4184
H 2.2911 3.3529 0.2659
O -0.8232 -0.0639 3.9840
H -0.0410 -0.5732 4.2561
H -0.3248 0.7331 3.6764
O 1.3049 -1.4958 1.0173
H 0.4049 -1.6548 0.7040
H 1.4859 -0.6170 1.3444
O 3.4796 -0.8023 -1.5083
H 2.6028 -0.9062 -1.1230
H 3.5096 -1.4824 -2.1863
O 1.2307 -2.3849 4.0623
H 1.1768 -3.3337 4.0369
H 1.6370 -2.1522 3.2218
O -3.9538 -1.3749 -0.5110
H -4.3332 -1.9653 0.1545
H -4.2414 -1.9705 -1.2185
O 0.4781 -4.1633 1.3486
H 0.7140 -4.7687 2.0429
H -0.2861 -3.6067 1.2813
O -4.1701 -1.5890 2.6282
H -3.4595 -0.9811 2.6937
H -4.6208 -1.6107 1.7929
O 1.0288 1.5845 -0.9496
H 0.8007 0.6893 -0.7024
H 0.7773 1.7983 -1.8490
O -0.1308 1.2819 -3.7235
H -0.2762 0.3297 -3.5938
H -0.9455 1.7357 -3.4964
O -1.7421 -0.5609 0.6551
H -1.4114 -0.2377 1.4792
H -2.5893 -0.2846 0.2895
O 0.2663 2.0935 3.0365
H -0.4542 2.5743 2.6101
H 1.0909 2.5081 2.8014
O 4.4522 0.9718 0.9240
H 4.4200 1.6307 1.6294
H 5.1911 1.3128 0.4275
O -2.2141 2.8886 -1.0095
H -2.2114 3.8488 -0.9268
H -1.7763 2.7861 -1.8563
O -0.3695 4.7744 1.4037
H 0.4589 4.7863 0.9197
H 0.1129 4.8421 2.2301
O 0.3916 -1.2902 -4.6934
H 0.4916 -2.2326 -4.7596
H 1.2542 -0.8699 -4.6454
O -2.1923 -1.4555 -2.9390
H -2.0171 -1.6816 -2.0231
H -2.3474 -0.5104 -2.9831
O -1.4025 -3.5144 -0.3265
H -1.7037 -2.6015 -0.3376
H -2.1366 -4.1213 -0.2361
```

=====

Model two:
A 19-piece molecular cluster, H38O19 overall. Source: OMol25; level of theory: wB97M-V/def2-TZVPD.

The charge is 0. The calculation puts the HOMO energy at -10.3774 eV. The orbital gap is 10.27 eV.

```
57
H38O19 wB97M-V/def2-TZVPD
O -3.1512 0.7857 -1.3078
H -2.5462 1.4568 -1.5450
H -4.0755 1.1272 -1.5776
O -2.7820 -0.4489 1.0810
H -2.3943 -0.0764 1.9050
H -3.1242 0.2352 0.4593
O 1.8556 -5.0730 0.2110
H 2.8464 -5.0749 0.0758
H 1.5353 -4.6074 0.9966
O 0.4429 1.5443 2.0308
H 0.3906 0.5993 2.0481
H 1.2563 1.9296 1.7407
O 2.3204 2.8970 -2.6793
H 2.0087 3.5306 -3.3812
H 2.2701 1.9619 -3.0375
O -2.5691 -2.0432 3.4119
H -2.6399 -1.1287 3.6825
H -3.3231 -2.5570 3.0034
O -0.5038 -0.5204 -3.2827
H -0.8356 -1.4727 -3.3110
H -1.2817 -0.1213 -2.9400
O -2.0780 2.2437 1.8078
H -1.2944 1.7654 1.9011
H -2.0255 2.5193 0.8906
O 0.9542 -0.8309 -0.9233
H 1.2364 -1.7368 -0.8095
H 0.3321 -0.6378 -1.6999
O 2.8794 3.1237 1.1279
H 2.7506 4.0239 0.6879
H 2.3338 2.5464 0.5879
O 1.0430 3.8591 -0.6545
H 1.5244 3.4414 -1.3920
H 0.7387 4.7191 -0.9590
O -1.9743 0.5481 3.9098
H -1.2744 1.1429 3.5757
H -2.6413 1.1341 4.3183
O 1.3652 -2.7674 -3.3709
H 1.2668 -3.3642 -4.1249
H 2.1899 -2.2597 -3.4902
O 2.3918 0.3170 -3.2897
H 1.8907 -0.1559 -2.5522
H 3.3304 0.3978 -2.9853
O 1.6688 -1.2439 3.8697
H 1.1283 -1.1446 4.6863
H 1.0963 -1.5907 3.1975
O -2.6450 -1.7926 -1.4835
H -2.8239 -2.7196 -1.5331
H -1.9843 -1.7278 -0.7666
O -0.3246 -1.9292 1.9201
H -1.1695 -2.0009 2.4106
H -0.5004 -1.2420 1.2523
O -1.6568 3.1325 -0.9446
H -0.6963 3.2645 -0.5805
H -1.8595 3.6369 -1.7527
O 3.2258 -2.5044 -0.5463
H 3.0299 -1.8561 0.1390
H 2.8719 -3.2548 -0.0077
```

=====

Q: Which of them is the most stable? A: model two.

=====

Model one:
A 19-piece molecular cluster, H38O19 overall. Source: OMol25; level of theory: wB97M-V/def2-TZVPD.

The charge is 0. The calculation puts the HOMO energy at -10.0837 eV. The orbital gap is 9.86 eV.

```
57
H38O19 wB97M-V/def2-TZVPD
O -3.5010 2.3887 -0.9558
H -4.1811 3.0007 -1.2680
H -2.8911 2.3243 -1.7031
O -0.0614 3.1026 3.3779
H -0.5357 2.5098 2.7743
H -0.7066 3.2746 4.0739
O 3.9077 -0.0259 2.7721
H 3.4572 -0.8638 2.9507
H 4.6040 -0.4683 2.2512
O 0.7994 1.0760 -1.1950
H 1.7340 1.2777 -0.9117
H 0.9449 0.1303 -1.0379
O 0.4265 3.2477 -2.2573
H 0.0961 2.4309 -2.6489
H 0.1302 3.1693 -1.3473
O 4.1107 -0.1267 -0.1339
H 4.3542 0.4400 -0.8739
H 4.3286 0.3580 0.7189
O -0.3736 -4.2163 0.8823
H -0.3668 -3.7832 0.0267
H 0.0748 -3.5866 1.4510
O 3.2073 -0.0684 -2.6753
H 2.7196 0.3890 -3.3866
H 2.9254 -0.9797 -2.5625
O 3.7090 -2.6885 0.4524
H 2.8093 -2.3102 0.2532
H 4.1378 -1.9093 0.0439
O -0.9247 1.5619 0.5551
H -1.1796 2.4699 0.4664
H -0.1061 1.0798 0.6653
O -3.3968 -0.7933 -0.3497
H -2.8736 -0.2935 -0.9952
H -3.9709 -0.0901 -0.0230
O 0.9307 -0.9438 0.7397
H 1.3910 -0.9613 1.5873
H 0.0588 -1.3578 0.8334
O 1.0383 0.4925 3.1307
H 0.7343 1.1758 2.5394
H 0.8552 0.7454 4.0441
O 1.2711 3.0866 0.3866
H 1.4709 4.0334 0.4278
H 0.7383 2.9674 1.1768
O -2.1760 -2.6697 1.1702
H -2.5855 -2.0478 0.5324
H -2.8200 -2.6078 1.8930
O -2.4581 0.3558 3.9648
H -2.7161 1.1978 3.5555
H -3.0946 -0.3496 4.0782
O -3.3878 -0.0563 -3.3384
H -3.1574 0.8792 -3.4954
H -2.6669 -0.4301 -3.8672
O -2.0131 -3.3206 -3.3190
H -2.9157 -3.3079 -2.9748
H -1.6738 -4.0601 -2.7993
O 0.0322 -1.3447 -3.2361
H -0.6481 -1.5042 -2.5888
H 0.3849 -1.9996 -3.8310
```

=====

Model two:
A 19-piece molecular cluster, H38O19 overall. Source: OMol25; level of theory: wB97M-V/def2-TZVPD.

The charge is 0. The calculation puts the HOMO energy at -9.5627 eV. The orbital gap is 8.99 eV.

```
57
H38O19 wB97M-V/def2-TZVPD
O -5.5444 0.6310 -2.0744
H -4.7416 0.1680 -1.8350
H -6.2292 0.2074 -1.5568
O 1.5220 -3.3626 3.0741
H 1.9339 -3.8434 2.3562
H 1.5349 -2.4488 2.7894
O 3.1413 -3.2879 0.4771
H 3.0818 -2.8160 1.3077
H 3.7289 -4.0213 0.6592
O -0.3434 -0.6249 0.1352
H -0.3771 0.3051 0.3594
H 0.1188 -1.0318 0.8680
O -2.6454 3.3481 -2.3000
H -3.3887 3.9505 -2.3305
H -2.7223 2.9149 -1.4499
O 1.2423 -0.0429 5.4144
H 0.3506 -0.1036 5.7572
H 1.4121 0.8970 5.3521
O -1.8601 -2.4123 -4.1504
H -2.8171 -2.4106 -4.1313
H -1.6230 -3.3374 -4.2152
O 1.9227 -2.6595 -1.8748
H 2.4539 -2.8631 -1.1050
H 1.1595 -2.1998 -1.5250
O 1.0835 3.8804 0.4847
H 1.0855 4.8373 0.4607
H 1.9756 3.6325 0.2419
O -1.9861 1.9104 -4.7442
H -1.4506 1.2263 -4.3424
H -2.3287 2.4124 -4.0047
O 2.3874 -0.7163 2.2787
H 3.2343 -0.9465 2.6608
H 2.1707 0.1308 2.6682
O 1.8396 -6.0293 -1.1565
H 1.1443 -6.3660 -1.7217
H 1.5353 -5.1609 -0.8930
O 0.6537 3.0480 -3.0324
H 0.0146 3.7017 -3.3161
H 0.5383 2.9955 -2.0837
O 1.8646 0.6175 -2.8834
H 1.0442 0.1350 -2.7815
H 1.5973 1.4822 -3.1950
O -1.1670 2.1262 0.6928
H -1.6144 2.3753 1.5016
H -0.4104 2.7108 0.6473
O 2.4474 -3.6029 5.4972
H 1.9789 -3.4571 4.6753
H 3.3422 -3.8126 5.2295
O -0.8384 -0.1657 -3.1187
H -1.1285 -0.9563 -3.5738
H -1.1174 -0.2946 -2.2122
O 0.1966 3.4433 3.6101
H 0.6422 3.6695 2.7937
H 0.6124 2.6287 3.8927
O -3.1995 3.2853 2.0491
H -3.9214 2.8523 2.5048
H -3.5365 3.4508 1.1686
```

=====

Q: Which of them is the most stable? A: model two.

=====

Model one:
A 2-piece molecular cluster, C3H3F2NO overall. Source: OMol25; level of theory: wB97M-V/def2-TZVPD.

The charge is 0. The calculation puts the HOMO energy at -9.3229 eV. The orbital gap is 9.88 eV.

```
10
C3H3F2NO wB97M-V/def2-TZVPD
C 2.0114 0.4505 -0.8778
C -0.0577 1.0673 0.0009
C -0.1774 0.0296 -1.0531
N -0.0395 -0.8959 -1.6847
O 1.3504 1.1863 0.0362
F 3.3116 0.5872 -0.7908
F -2.7714 -2.0638 1.6995
H -0.5149 2.0070 -0.2458
H -0.3994 0.7150 0.9648
H -2.7130 -3.0832 1.9508
```

=====

Model two:
One molecule with the formula C3H3F2NO. Source: OMol25; level of theory: wB97M-V/def2-TZVPD.

The charge is 0. The calculation puts the HOMO energy at -9.1478 eV. The orbital gap is 9.17 eV.

```
10
C3H3F2NO wB97M-V/def2-TZVPD
C 0.9602 1.0020 -1.8137
C 0.0387 0.5986 0.2155
C 0.8393 -0.5042 -0.4180
N 0.1368 1.4164 -0.9081
O 1.5320 1.0587 -2.8534
F 1.9860 -0.9063 0.0090
F -0.6414 2.7969 -0.9824
H -0.9783 0.1706 0.3797
H 0.6282 1.1753 0.9668
H 0.4170 -1.4139 -0.9906
```

=====

Q: Which of them is the most stable? A: model one.